Here is C28H68N3O11V as an isolated structure at a distorted geometry from OMol25. Energies are from the ωB97M-V functional and the def2-TZVPD basis.

The geometry in XYZ format:
```
111
Properties=species:S:1:pos:R:3:forces:R:3:lowdin_charge:R:1
V -4.471251 0.082487 -3.084444 2.9 -3.2 2.4 1.355
N -4.040197 -1.696522 -5.978898 0.4 -0.8 -1.6 -0.545
O -4.507202 -0.918588 -5.048918 -0.7 1.8 1.9 -0.200
O -4.649097 -2.749366 -6.205467 0.2 0.7 0.8 0.012
O -3.086028 -1.329084 -6.642665 -0.6 0.1 0.7 0.055
C -0.952078 -0.447233 -1.297922 -1.0 -0.6 0.4 -0.065
C -1.980673 -1.513096 -1.695948 0.4 0.4 0.4 -0.369
O -2.825700 -1.169960 -2.751999 -2.0 1.9 -0.9 -0.307
H -0.374025 -0.864162 -0.468332 0.3 0.0 -0.2 0.067
H -1.458020 0.421526 -0.879020 0.2 0.3 -0.5 0.040
H -0.330325 -0.279599 -2.175517 0.1 0.5 0.2 0.073
H -2.582831 -1.817638 -0.833505 0.1 -0.1 0.2 0.080
H -1.325113 -2.347077 -1.977142 -0.6 -0.5 -0.3 0.109
C -3.406273 2.134055 0.509840 1.1 -0.8 -0.3 -0.091
C -4.698643 1.558515 -0.028813 -0.5 0.1 0.8 -0.385
O -4.682358 1.093666 -1.331551 0.4 -1.5 -4.1 -0.349
H -2.726750 1.313248 0.771610 0.0 0.0 -0.1 0.049
H -3.491304 2.697681 1.438502 -0.4 0.2 -0.2 0.076
H -2.873944 2.705119 -0.253661 -0.2 0.3 0.1 0.073
H -5.477845 2.326233 0.060925 -0.1 -0.2 0.0 0.112
H -4.965209 0.701706 0.609360 -0.3 0.2 0.1 0.104
C 3.265323 3.046000 1.846315 0.8 0.6 1.2 -0.029
C 4.247174 1.885035 1.609732 -1.3 0.0 0.5 -0.480
C 3.802079 0.768130 2.610014 0.8 -0.5 -0.5 -0.118
C 4.181115 -0.620844 2.118293 -0.8 -0.4 -0.1 -0.176
C 3.786929 -0.899891 0.667046 0.9 -0.1 -0.1 -0.122
C 4.293046 0.187905 -0.333066 0.1 -1.3 -0.7 -0.496
N 3.991951 1.525336 0.191237 -0.7 -1.1 -0.1 -0.078
O 4.475896 2.515889 -0.702295 0.5 -0.4 0.8 -0.033
C 5.775568 -0.044684 -0.606768 0.8 0.4 0.5 -0.040
C 3.563363 -0.079338 -1.686409 -1.2 0.3 1.7 -0.021
C 5.670364 2.295509 1.968705 0.4 1.2 -0.2 -0.038
H 3.273724 3.846647 1.108847 0.1 -0.3 -0.3 0.087
H 3.584819 3.518000 2.784769 -0.2 0.1 0.1 0.088
H 2.257539 2.678904 2.023245 -0.1 0.0 -0.4 0.065
H 4.379984 0.864225 3.531550 -0.2 0.6 0.1 0.119
H 2.754849 0.827096 2.900238 -0.1 0.1 -0.4 0.082
H 3.673878 -1.368015 2.736297 0.1 0.0 0.1 0.102
H 5.246644 -0.795236 2.282852 0.1 0.1 -0.3 0.111
H 2.738254 -1.171521 0.526512 -0.3 0.7 0.2 0.109
H 4.274224 -1.846909 0.412306 0.2 0.1 -0.3 0.116
H 5.999646 -1.070550 -0.896195 -0.2 0.0 -0.1 0.089
H 6.147000 0.601033 -1.405972 -0.1 0.0 -0.1 0.085
H 6.379911 0.168742 0.280227 0.0 -0.1 0.0 0.068
H 2.514855 -0.142738 -1.369882 -0.2 0.2 -0.5 0.063
H 3.651540 0.715130 -2.422052 0.3 -0.1 -0.1 0.080
H 3.774151 -1.080884 -2.056121 0.5 0.2 -0.2 0.088
H 6.475341 1.573246 1.845432 -0.2 -0.2 -0.3 0.075
H 5.751946 2.641655 3.001374 -0.4 -0.2 0.1 0.088
H 5.889443 3.220114 1.420087 0.4 -0.2 -0.2 0.088
H 5.438534 2.480242 -0.575642 0.0 0.3 -0.4 0.097
C -3.112838 -1.995175 2.218433 -0.9 0.1 0.3 -0.043
C -2.227202 -1.549360 3.395806 1.1 0.0 -1.3 -0.507
C -0.795396 -1.857237 2.884790 0.4 -1.3 1.6 -0.132
C 0.272036 -1.257376 3.803203 0.0 0.3 -0.6 -0.167
C 0.141567 0.289252 3.708856 1.2 -2.5 0.8 -0.136
C -1.256841 0.720190 4.179232 1.4 0.9 0.5 -0.504
N -2.280724 -0.081566 3.484269 0.2 0.8 -0.4 -0.078
O -3.561902 0.411969 3.890480 0.1 -0.6 -0.2 -0.017
C -1.342040 0.677875 5.714870 0.7 -1.3 0.4 -0.024
C -1.368501 2.183514 3.759549 -1.1 0.2 -1.4 -0.044
C -2.593482 -2.287972 4.683463 0.1 0.3 -0.3 -0.012
H -4.165233 -1.972915 2.519923 -0.1 0.0 -0.1 0.082
H -2.902414 -3.010581 1.877553 0.2 -0.1 0.3 0.090
H -2.986807 -1.361867 1.338113 0.1 0.3 0.2 0.059
H -0.692840 -2.946863 2.949291 -0.1 -0.1 -0.1 0.120
H -0.651719 -1.630222 1.828887 -0.1 0.5 0.1 0.104
H 1.278987 -1.618103 3.568166 0.0 0.3 -0.6 0.097
H 0.204531 -1.628678 4.829521 -0.6 0.2 0.1 0.102
H 0.465680 0.534753 2.695126 -0.8 0.4 -0.2 0.107
H 0.984564 0.623680 4.321106 -0.6 0.8 0.4 0.115
H -0.611872 1.349752 6.166725 -0.3 0.4 -0.1 0.089
H -2.330685 0.790785 6.154779 -0.1 0.4 -0.4 0.088
H -1.013003 -0.306812 6.066140 0.0 0.0 0.0 0.058
H -0.622630 2.948972 3.976767 0.4 -0.7 1.1 0.090
H -1.291258 2.190901 2.664519 -0.7 0.0 0.0 0.070
H -2.344620 2.518743 4.113664 0.0 0.4 -0.4 0.082
H -1.916205 -1.997413 5.482582 -0.3 0.1 0.2 0.061
H -2.521517 -3.373087 4.604366 -0.1 0.0 -0.3 0.089
H -3.625964 -2.002302 4.886076 0.1 -0.1 0.5 0.085
H -3.973783 0.555364 3.029772 -0.2 0.2 0.2 0.084
C -0.596371 -3.938140 -4.737360 -0.3 -0.2 0.2 -0.079
C 0.175160 -2.618654 -4.989238 -1.3 -0.3 0.3 -0.289
O -0.716218 -1.544226 -5.260307 0.4 -0.2 -0.1 -0.106
H -0.227018 -4.453760 -3.848073 0.1 -0.1 -0.1 0.060
H -0.603285 -4.644820 -5.569874 0.5 0.1 -0.1 0.066
H -1.671844 -3.792360 -4.601115 0.1 0.5 0.3 0.068
H 0.812315 -2.787493 -5.853254 0.2 0.5 0.1 0.107
H 0.732089 -2.313034 -4.098097 0.5 -0.5 -0.1 0.095
H -1.266897 -1.453440 -4.473364 -0.3 0.1 -0.1 0.040
C 0.486547 2.609682 -0.573395 -1.5 -0.3 -1.3 -0.082
C 0.987575 2.816538 -2.012952 1.8 0.2 1.1 -0.276
O 2.147108 3.670647 -1.901099 -0.2 -0.3 -0.6 -0.104
H 1.016022 1.814156 -0.052266 0.0 -0.1 -0.1 0.056
H -0.569014 2.352863 -0.732647 0.1 -0.3 0.8 0.036
H 0.510190 3.510526 0.034574 0.2 0.2 -0.3 0.078
H 0.278184 3.225108 -2.731499 -0.1 0.4 0.4 0.111
H 1.357572 1.880253 -2.448215 -0.5 -0.2 0.1 0.080
H 2.807852 3.083052 -1.503519 0.2 0.6 -0.1 0.028
C -5.462507 -2.436136 -1.485068 1.4 -0.6 0.9 -0.078
O -5.696280 -1.608597 -2.634396 -0.6 -0.1 0.6 -0.183
H -6.378839 -2.868041 -1.085533 -0.2 0.4 0.0 0.100
H -4.804939 -3.282882 -1.702606 -0.1 0.2 -0.6 0.104
H -4.905228 -1.880258 -0.729211 -0.4 0.3 0.0 0.073
H -6.608323 -1.842595 -2.842517 0.1 0.6 -0.9 0.126
C 1.417475 1.076292 -5.582548 0.5 0.0 -0.7 -0.156
O 0.854883 0.390611 -6.703991 0.6 0.0 0.2 -0.120
H 1.160500 0.570996 -4.651782 -0.5 0.3 0.0 0.055
H 2.513264 1.068140 -5.620918 0.0 -0.1 0.0 0.075
H 1.134397 2.126739 -5.676192 -0.2 0.0 0.7 0.078
H 1.603517 0.210476 -7.276676 -0.2 -0.1 -0.3 0.068
```
Positions in Å, forces in eV/Å.

Results
multiplicity: 3
max |F|: 4.94 eV Å⁻¹
⟨S²⟩: 2.044
gap between HOMO and LUMO (alpha / beta): 6.6 / 7.7 eV
electronic energy: -82808.6622 eV
LUMO (alpha / beta): -2.22 / -1.15 eV

Here is C28H68O15S11Tl as an isolated structure at a distorted geometry from OMol25. Energies are from the ωB97M-V functional and the def2-TZVPD basis.

The geometry in XYZ format:
```
123
Properties=species:S:1:pos:R:3:forces:R:3:lowdin_charge:R:1
Tl 6.330384 6.645683 -5.173111 0.0 -0.2 0.0 0.996
C 2.166716 2.080953 1.269517 3.3 2.1 -2.9 0.168
C 2.615181 2.486741 -0.077784 2.0 2.5 -2.0 -0.214
C 1.729025 2.048629 -1.377707 3.7 2.3 -1.0 -0.250
O 2.125887 2.534221 -2.476964 -2.0 -1.9 3.3 0.093
C 0.712305 1.083119 -1.100270 1.1 1.9 -2.8 0.137
C 0.298615 0.807257 0.160886 -4.5 -4.2 3.2 -0.258
C 1.077012 1.309147 1.410223 -3.8 -2.8 4.7 -0.265
O 0.785948 1.015067 2.655635 0.2 0.4 -4.7 0.113
O -0.743733 0.004817 0.250239 3.9 3.2 0.5 0.086
O 3.610239 3.250778 -0.298854 -3.4 -2.9 1.2 0.084
H 2.785339 2.419315 2.087577 -0.2 0.0 0.3 0.154
H 0.200052 0.723518 -1.980421 -0.3 -0.5 0.2 0.153
C 7.220268 7.007674 4.703747 0.2 0.6 0.9 -0.255
S 6.804881 6.812764 6.509611 -1.2 0.4 0.4 0.820
O 7.397483 7.865888 7.389322 0.2 -0.4 -0.9 -0.562
C 5.041139 7.366052 6.396303 0.2 0.3 -0.5 -0.265
H 8.183990 7.516909 4.699804 0.1 -0.1 0.0 0.046
H 6.503736 7.643008 4.183139 0.0 -0.2 0.0 0.040
H 7.346112 6.008452 4.286846 -0.2 0.1 0.0 0.037
H 5.041559 8.428355 6.152152 0.4 0.1 0.0 0.050
H 4.535515 7.296769 7.359450 0.3 -0.5 0.0 0.047
H 4.483958 6.885249 5.592260 0.1 -0.4 0.2 0.041
C -4.969034 -7.048496 -7.377785 -0.4 -0.6 0.5 -0.276
S -3.913181 -6.976862 -5.898472 0.6 0.1 -1.1 0.839
O -2.515314 -7.393569 -6.328750 -1.6 0.9 0.6 -0.569
C -4.059359 -5.138792 -5.939437 0.7 0.7 0.7 -0.285
H -5.400697 -8.035227 -7.545434 0.5 -0.2 0.0 0.049
H -4.355476 -6.725219 -8.218701 -0.3 0.1 0.0 0.062
H -5.826185 -6.422163 -7.130566 0.1 0.2 -0.4 0.041
H -3.476475 -4.733852 -6.766711 0.2 -0.3 0.0 0.055
H -3.692115 -4.733167 -4.996729 0.5 -0.2 0.0 0.036
H -5.043828 -4.675761 -6.006731 -0.4 -0.8 -0.2 0.048
C -5.158509 1.903330 -6.608000 0.1 -0.5 0.4 -0.278
S -5.673086 3.648817 -6.631511 -2.0 0.4 0.8 0.834
O -6.796649 3.896001 -5.583133 2.4 -0.9 -1.8 -0.571
C -4.186498 4.374545 -5.917807 0.3 -0.7 0.1 -0.282
H -4.549823 1.551989 -7.441161 0.2 0.8 -0.3 0.050
H -6.027188 1.250227 -6.691437 -0.3 0.4 0.5 0.052
H -4.593352 1.709219 -5.696395 -0.3 -0.1 0.2 0.046
H -3.256723 3.902007 -6.234538 -0.1 -0.1 -0.7 0.048
H -4.217289 4.124992 -4.857213 -0.3 0.7 0.2 0.054
H -4.180468 5.423862 -6.212747 0.0 0.0 0.6 0.048
C -7.317475 -1.818263 6.341417 0.7 0.8 1.0 -0.244
S -6.772436 -1.571173 8.126339 1.2 -1.7 -1.1 0.842
O -6.466885 -3.001242 8.562986 -0.3 1.9 -0.2 -0.587
C -5.097281 -0.815599 7.772691 0.3 -0.4 -0.6 -0.267
H -7.325336 -0.861517 5.819219 -0.4 0.1 0.2 0.041
H -8.304821 -2.268981 6.441967 0.2 0.0 -0.3 0.042
H -6.571988 -2.421445 5.823226 -0.2 -0.4 0.4 0.047
H -4.515012 -1.520574 7.179345 -0.2 -0.6 0.3 0.042
H -4.546958 -0.629667 8.695013 -0.4 -0.1 0.1 0.042
H -5.006141 0.061727 7.132315 -0.9 0.4 0.3 0.043
C 2.370098 -9.414407 -2.051919 -0.7 0.9 0.0 -0.253
S 3.149098 -7.983854 -1.191188 1.6 -0.5 -1.6 0.827
O 4.436676 -7.708521 -1.964945 -1.3 -0.2 1.1 -0.585
C 2.046660 -6.714128 -1.807848 -0.6 0.4 -0.2 -0.294
H 2.343051 -9.224115 -3.124841 0.4 0.1 0.0 0.054
H 1.323248 -9.373144 -1.751084 -0.1 -0.4 0.3 0.043
H 2.823407 -10.386066 -1.855725 0.1 0.4 0.3 0.053
H 1.023284 -6.737082 -1.433308 0.0 -0.4 0.2 0.052
H 2.009203 -6.757005 -2.896364 0.2 0.0 0.0 0.057
H 2.453960 -5.755159 -1.487566 0.3 -0.1 -0.1 0.045
C -1.856440 7.239132 4.566009 -0.6 -0.5 -0.2 -0.266
S -1.911754 8.446838 3.226934 1.4 2.4 0.9 0.839
O -1.087583 9.630228 3.782452 -1.0 -1.8 -1.4 -0.583
C -1.005241 7.581961 1.881150 0.6 0.5 1.2 -0.268
H -2.904794 6.944473 4.613187 0.1 -0.5 0.3 0.038
H -1.617178 7.738954 5.504646 0.1 0.3 -0.3 0.058
H -1.203420 6.377724 4.425808 0.0 0.1 -0.2 0.049
H -1.483128 6.603144 1.840675 0.1 0.1 -0.6 0.043
H 0.048400 7.519053 2.153158 0.0 -0.3 0.4 0.047
H -0.988051 8.210114 0.990519 -0.7 -0.3 -0.1 0.045
C 5.636024 -2.530214 5.237246 -0.5 0.6 0.5 -0.261
S 6.846098 -2.314188 6.640528 1.7 0.7 -2.4 0.850
O 8.224564 -2.230290 5.972735 -1.9 -0.2 1.1 -0.592
C 6.364448 -0.565867 7.001830 -0.3 -0.8 0.2 -0.264
H 5.753517 -3.343408 4.520994 0.7 -0.3 0.6 0.051
H 5.608694 -1.612785 4.649293 0.1 0.1 0.1 0.036
H 4.669149 -2.663997 5.722373 -0.2 0.1 0.0 0.039
H 7.091666 -0.175140 7.713591 0.0 -0.1 -0.1 0.049
H 5.393132 -0.634540 7.491650 -0.1 0.2 0.0 0.043
H 6.290037 0.061510 6.113594 0.2 -0.2 0.0 0.048
C 2.119790 1.849727 -9.876053 0.1 -0.3 0.3 -0.285
S 3.644571 0.913186 -9.608009 0.0 -0.3 2.1 0.837
O 4.498359 1.762596 -8.686084 -0.7 -0.7 -0.8 -0.599
C 2.868733 -0.429641 -8.495873 0.3 0.6 -0.2 -0.232
H 1.403763 1.174910 -10.345114 0.0 0.2 -0.4 0.050
H 2.409655 2.714505 -10.472904 -0.2 -0.2 -0.2 0.047
H 1.677592 2.193069 -8.940803 0.3 -0.1 0.2 0.053
H 2.450129 0.031045 -7.601096 -0.2 0.4 -0.3 0.044
H 3.609786 -1.125162 -8.101939 0.4 0.2 -0.5 0.042
H 2.118078 -1.006717 -9.035888 0.0 0.2 -0.1 0.043
C -2.399871 -6.779221 4.762900 -0.1 -0.4 -0.1 -0.268
S -2.722922 -8.160107 3.584987 -1.5 -0.3 1.7 0.830
O -3.156303 -9.305510 4.492035 0.5 1.3 -1.3 -0.575
C -4.250811 -7.375958 2.880650 0.0 -0.2 0.4 -0.268
H -1.495193 -7.033996 5.314951 0.0 0.1 -0.2 0.044
H -3.230658 -6.744907 5.467679 -0.1 -0.2 -0.1 0.054
H -2.326517 -5.811295 4.267064 0.2 -0.1 -0.1 0.046
H -4.879351 -8.144560 2.430889 0.5 -0.1 -0.4 0.047
H -3.946896 -6.579543 2.201347 0.0 -0.3 -0.3 0.042
H -4.905867 -6.927894 3.627799 0.4 0.0 0.5 0.049
C 8.419437 -1.137164 -1.664759 0.0 0.3 -0.8 -0.251
S 8.014508 -0.667962 -3.453807 1.8 0.5 0.1 0.841
O 8.721248 0.643532 -3.880500 -1.0 -2.4 1.0 -0.609
C 8.970380 -2.112259 -4.181175 -0.2 0.4 0.0 -0.252
H 9.488411 -1.248999 -1.483408 0.0 0.3 -0.3 0.052
H 7.965098 -2.105165 -1.453412 -0.2 0.1 -0.2 0.044
H 7.990774 -0.384428 -1.003143 0.1 0.0 -0.2 0.037
H 8.629454 -2.266909 -5.204868 0.0 0.2 0.0 0.039
H 8.827679 -3.051556 -3.646887 -0.4 0.2 0.3 0.047
H 10.043315 -1.920142 -4.178240 -0.1 0.4 0.0 0.054
C -9.790766 4.984328 0.850042 0.8 -0.1 0.0 -0.258
S -8.198105 5.175743 1.749416 -1.1 0.1 2.2 0.831
O -8.533694 4.912321 3.250685 1.0 -0.1 -3.0 -0.589
C -7.181759 3.840527 0.967563 -0.5 -0.6 0.8 -0.267
H -9.514630 5.184207 -0.185287 -0.3 0.0 -0.1 0.043
H -10.469268 5.745679 1.234865 0.3 0.1 0.0 0.049
H -10.277788 4.015912 0.964390 0.4 -0.1 0.1 0.057
H -7.673637 2.876837 1.099713 -0.2 0.0 -0.2 0.048
H -6.245246 3.737190 1.515626 0.0 0.5 0.1 0.039
H -6.954337 4.039048 -0.079796 -0.3 0.2 0.1 0.048
```
Positions in Å, forces in eV/Å.

Results
max |F|: 6.96 eV Å⁻¹
net charge: +1
gap between HOMO and LUMO: 2.6 eV
electronic energy: -184705.4080 eV
ΔE to the lowest compared entry with this formula, charge and spin: 109.76 kcal/mol
LUMO: -7.49 eV

> max |F| of number 1 (C28H68N3O11V)?

4.94 eV Å⁻¹